No. 1
DFT (ωB97M-V/def2-TZVPD) results for a molecular structure, C26H16N6O7Pd at a distorted geometry.

Geometry as XYZ:
```
56
C26H16N6O7Pd | the OMol25 dataset | ωB97M-V/def2-TZVPD
Pd -0.483 -0.733 0.301
O -2.545 2.947 1.114
C -2.171 1.878 0.665
N -1.705 0.823 1.378
C -1.855 0.633 2.700
C -2.838 1.252 3.493
C -2.931 0.961 4.831
C -2.028 0.076 5.436
C -1.041 -0.532 4.705
C -0.942 -0.298 3.321
N -0.075 -0.927 2.509
C 1.101 -1.478 2.895
O 1.678 -1.277 3.950
C 1.664 -2.404 1.853
C 2.692 -3.275 2.198
C 3.179 -4.140 1.234
C 2.626 -4.106 -0.038
C 1.602 -3.205 -0.304
N 1.143 -2.384 0.627
C -2.182 1.599 -0.814
C -2.537 2.599 -1.713
C -2.590 2.282 -3.061
C -2.319 0.982 -3.459
C -1.968 0.042 -2.499
N -1.893 0.361 -1.216
H -3.533 1.928 3.021
H -3.719 1.403 5.421
H -2.129 -0.157 6.484
H -0.346 -1.220 5.161
H 3.082 -3.245 3.203
H 3.974 -4.832 1.468
H 2.986 -4.772 -0.805
H 1.123 -3.146 -1.274
H -2.747 3.586 -1.329
H -2.848 3.038 -3.787
H -2.363 0.691 -4.495
H -1.729 -0.982 -2.761
O -2.381 -2.038 0.685
N -2.293 -2.867 -0.260
O -3.127 -3.720 -0.404
O -1.318 -2.757 -1.015
O 0.641 -0.719 -3.856
C 1.079 -0.047 -2.952
N 0.855 -0.229 -1.610
C 1.457 0.735 -0.890
O 1.330 0.816 0.337
C 2.179 1.660 -1.795
C 2.891 2.818 -1.571
C 3.337 3.516 -2.689
C 3.091 3.055 -3.972
C 2.393 1.870 -4.193
C 1.933 1.190 -3.087
H 3.082 3.178 -0.572
H 3.875 4.442 -2.553
H 3.438 3.623 -4.821
H 2.208 1.504 -5.191
```

- Net charge: 0
- Energy above the lowest of the compared OMol25 structures with the same formula, charge and spin: 0.00 kcal per mole
- Expectation value of S²: 6.03
- Multiplicity: 5
- HOMO-LUMO gap (alpha / beta): 8.025 / 6.154 eV

=====

No. 2
DFT (ωB97M-V/def2-TZVPD) results for a molecular structure, C16H34Cl3GeNNbO3S at a distorted geometry.

Geometry as XYZ:
```
60
C16H34Cl3GeNNbO3S | the OMol25 dataset | ωB97M-V/def2-TZVPD
Nb 0.000 0.000 0.000
C 3.710 1.403 0.480
C 2.508 1.283 -0.500
C 3.032 1.624 -1.905
C 1.438 2.333 -0.135
O 1.916 0.044 -0.704
Ge 2.126 -1.169 0.789
O 1.010 0.066 1.774
C 0.286 -0.535 2.798
C 0.827 -1.838 3.449
C -1.180 -0.744 2.363
C 0.298 0.556 3.880
O 0.473 -1.977 0.193
C 0.575 -2.603 -1.047
C -0.352 -3.815 -0.867
C 1.955 -3.140 -1.513
C -0.031 -1.708 -2.148
H 4.146 2.424 0.435
H 4.506 0.675 0.212
H 3.403 1.233 1.533
H 3.472 2.643 -1.936
H 2.205 1.577 -2.647
H 3.811 0.893 -2.215
H 1.871 3.355 -0.166
H 1.035 2.191 0.885
H 0.594 2.295 -0.857
H 0.793 -2.697 2.748
H 0.205 -2.118 4.328
H 1.872 -1.695 3.799
H -1.290 -1.548 1.612
H -1.598 0.195 1.940
H -1.804 -1.035 3.235
H 1.337 0.743 4.229
H -0.320 0.262 4.756
H -0.103 1.509 3.473
H 0.045 -4.494 -0.081
H -0.449 -4.391 -1.814
H -1.366 -3.484 -0.554
H 2.394 -3.813 -0.746
H 2.670 -2.319 -1.727
H 1.845 -3.721 -2.457
H -1.045 -1.355 -1.848
H -0.136 -2.280 -3.095
H 0.594 -0.829 -2.376
Cl -4.095 3.611 1.062
C -2.859 3.024 2.204
Cl -3.655 2.200 3.570
Cl -1.908 4.402 2.813
C -1.967 2.079 1.516
N -1.260 1.331 0.971
C -3.005 -0.744 -2.365
S -2.153 -0.919 -0.780
C -3.359 -1.972 0.060
H -3.979 -0.268 -2.223
H -3.137 -1.721 -2.836
H -2.406 -0.116 -3.029
H -3.482 -2.915 -0.479
H -4.324 -1.462 0.134
H -3.004 -2.192 1.070
H -0.286 1.147 -1.387
```

- Net charge: +4
- Expectation value of S²: 0.76
- Multiplicity: 2
- HOMO-LUMO gap (alpha / beta): 6.373 / 4.666 eV

=====

No. 3
DFT (ωB97M-V/def2-TZVPD) results for ClH3OSi in the gas phase at a distorted geometry.

Geometry as XYZ:
```
6
ClH3OSi | the OMol25 dataset | ωB97M-V/def2-TZVPD
O 1.177 -0.096 0.453
Si -0.366 -0.002 -0.337
Cl -1.284 -1.691 0.215
H 1.135 0.486 1.150
H 0.198 0.063 -1.687
H -0.860 1.240 0.205
```

- Net charge: 0
- SMILES: O[SiH2]Cl
- Energy above the lowest of the compared OMol25 structures with the same formula, charge and spin: 13.52 kcal per mole
- HOMO-LUMO gap: 11.982 eV

=====

no.,E_tot (eV)
1,-53969.435
2,-131193.978
3,-22497.923